# 1
{"formula": "C15H18I2N4O4Pd", "method": "wB97M-V/def2-TZVPD", "lumo_energy_ev": [-3.85, -3.84], "symbols": ["Pd", "N", "C", "C", "O", "N", "C", "C", "O", "O", "H", "H", "H", "H", "H", "H", "I", "I", "C", "N", "N", "C", "O", "C", "C", "C", "C", "C", "C", "C", "C", "C", "H", "H", "H", "H", "H", "H", "H", "H", "H", "H", "H", "H"], "coordinates": [[-1.382, 1.108, 0.521], [-1.368, 3.385, 1.777], [-2.352, 4.015, 0.884], [-2.206, 3.583, -0.588], [-2.234, 4.417, -1.475], [-2.139, 2.244, -0.818], [-1.781, 1.840, -2.128], [-0.215, 1.488, -2.110], [0.393, 1.446, -3.150], [0.201, 1.249, -0.944], [-1.709, 3.380, 2.736], [-0.480, 3.883, 1.756], [-2.293, 5.112, 0.889], [-3.358, 3.722, 1.209], [-1.955, 2.636, -2.861], [-2.293, 0.914, -2.423], [-3.537, 0.412, 1.675], [-5.436, -2.057, 0.756], [2.962, -2.015, -0.904], [2.436, -1.017, -0.022], [1.202, -1.114, 0.556], [0.952, 0.027, 1.275], [-0.127, 0.214, 1.901], [2.105, 0.833, 1.145], [2.978, 0.168, 0.318], [4.301, 0.599, -0.194], [0.315, -2.208, 0.393], [0.637, -3.450, 0.929], [-0.273, -4.490, 0.836], [-1.496, -4.288, 0.218], [-1.802, -3.058, -0.341], [-0.899, -2.012, -0.262], [2.159, -2.680, -1.222], [3.738, -2.602, -0.405], [3.397, -1.543, -1.784], [2.216, 1.815, 1.558], [4.583, 1.538, 0.271], [4.255, 0.750, -1.274], [5.065, -0.150, 0.012], [1.584, -3.593, 1.431], [-0.035, -5.454, 1.262], [-2.223, -5.083, 0.174], [-2.748, -2.914, -0.837], [-1.135, -1.052, -0.738]]}



# 2
{"formula": "C19H19Cl2N3O2", "method": "wB97M-V/def2-TZVPD", "lumo_energy_ev": -0.28, "symbols": ["C", "C", "N", "N", "C", "O", "C", "C", "C", "C", "C", "C", "H", "H", "Cl", "Cl", "H", "H", "C", "C", "C", "C", "C", "C", "H", "H", "H", "N", "C", "O", "C", "C", "H", "H", "H", "C", "H", "H", "H", "H", "H", "H", "H", "H", "H"], "coordinates": [[-1.063, 1.145, -0.854], [0.012, 0.101, -1.101], [0.767, -0.445, -0.139], [0.528, 0.056, 1.228], [1.252, -0.324, 2.222], [1.996, -1.392, 2.175], [0.783, -0.002, 3.770], [0.739, 1.415, 3.857], [0.481, 1.855, 5.180], [0.447, 0.952, 6.189], [0.974, -0.541, 6.089], [1.241, -0.826, 4.820], [1.321, -1.676, 4.503], [0.949, -1.161, 6.855], [0.238, 1.584, 7.806], [-0.120, 3.399, 5.496], [0.440, 2.118, 3.023], [-0.262, 0.699, 1.589], [0.433, -0.492, -2.384], [-0.626, -0.460, -3.263], [-0.229, -0.821, -4.545], [0.904, -1.688, -4.617], [1.871, -1.754, -3.702], [1.465, -1.245, -2.382], [2.520, -1.129, -1.714], [2.778, -2.167, -3.969], [1.019, -1.827, -5.759], [-1.128, -0.868, -5.606], [-1.314, -1.230, -6.767], [-0.361, -1.783, -7.397], [-2.416, -0.958, -7.629], [-2.196, -0.717, -9.112], [-3.192, -0.769, -9.679], [-1.837, -1.623, -9.436], [-1.675, 0.071, -9.308], [-3.387, -2.227, -7.313], [-3.573, -2.014, -6.288], [-4.617, -2.089, -7.734], [-3.064, -3.037, -7.607], [-2.910, -0.098, -7.120], [-2.285, -0.384, -5.315], [-1.636, -0.065, -2.979], [-0.762, 1.952, 0.057], [-2.087, 0.880, -0.529], [-0.975, 1.794, -1.669]]}



# 3
{"formula": "C3H3N2O", "method": "wB97M-V/def2-TZVPD", "charge": 1, "lumo_energy_ev": [-5.78, -5.78], "symbols": ["C", "C", "C", "N", "N", "O", "H", "H", "H"], "coordinates": [[1.504, 0.025, 0.867], [-0.357, 0.926, -0.338], [-0.553, -1.235, -0.427], [0.704, 0.751, 0.384], [-1.265, -0.165, -0.342], [0.458, -1.725, -0.161], [2.159, -0.218, 1.670], [-0.401, 1.713, -1.072], [-2.248, -0.073, -0.579]]}



# 4
{"formula": "C19H30IrN7O6S4", "method": "wB97M-V/def2-TZVPD", "charge": 1, "lumo_energy_ev": [-5.47, -5.51], "multiplicity": 2, "symbols": ["Ir", "O", "S", "O", "O", "C", "C", "C", "C", "C", "C", "S", "O", "O", "O", "H", "H", "H", "H", "C", "N", "C", "S", "N", "C", "H", "H", "H", "H", "H", "H", "H", "H", "C", "N", "C", "C", "N", "N", "C", "C", "H", "H", "H", "H", "H", "H", "H", "H", "H", "H", "H", "H", "H", "C", "C", "C", "C", "N", "C", "S", "N", "H", "H", "H", "H", "H"], "coordinates": [[-0.172, 0.028, 0.464], [-1.731, -3.710, 0.097], [-1.064, -2.512, -0.323], [-1.896, -1.289, -0.192], [0.194, -2.266, 0.422], [-0.704, -2.719, -2.057], [-0.977, -3.971, -2.587], [-0.724, -4.229, -3.925], [-0.224, -3.228, -4.742], [0.033, -1.969, -4.222], [-0.205, -1.712, -2.880], [0.370, -0.143, -2.275], [1.027, 0.526, -3.356], [-0.701, 0.647, -1.627], [1.327, -0.514, -1.188], [-1.385, -4.722, -1.926], [-0.916, -5.215, -4.326], [-0.023, -3.428, -5.786], [0.432, -1.173, -4.835], [5.157, 0.739, -1.317], [3.768, 1.055, -1.041], [3.374, 2.089, -0.333], [1.664, 2.422, -0.130], [4.283, 2.904, 0.189], [4.053, 4.120, 0.950], [5.187, -0.159, -1.927], [5.714, 0.552, -0.395], [5.635, 1.549, -1.873], [3.041, 0.403, -1.319], [5.251, 2.658, 0.047], [2.988, 4.301, 1.035], [4.540, 4.957, 0.448], [4.471, 4.016, 1.951], [-4.585, -0.346, 2.559], [-3.194, 0.072, 2.463], [-2.940, 1.258, 1.673], [-2.185, -0.769, 2.777], [-0.936, -0.563, 2.403], [-2.514, -1.830, 3.585], [-1.723, -3.049, 3.534], [-3.118, -1.557, 4.882], [-5.072, -0.228, 1.591], [-5.115, 0.262, 3.294], [-4.647, -1.392, 2.841], [-3.874, 1.790, 1.513], [-2.523, 1.002, 0.688], [-2.231, 1.897, 2.187], [-0.309, -1.282, 2.739], [-1.492, -3.306, 2.509], [-2.324, -3.853, 3.958], [-0.794, -2.984, 4.116], [-3.578, -0.572, 4.893], [-2.357, -1.592, 5.669], [-3.874, -2.309, 5.111], [-2.045, 3.483, 5.228], [-0.966, 3.712, 4.217], [-0.575, 4.985, 3.816], [0.441, 5.056, 2.883], [1.027, 3.973, 2.385], [0.582, 2.792, 2.799], [1.417, 1.313, 2.259], [-0.381, 2.631, 3.698], [-1.826, 4.040, 6.140], [-2.109, 2.423, 5.459], [-3.009, 3.836, 4.858], [-1.041, 5.872, 4.221], [0.817, 6.007, 2.522]]}



Going through the records in order, we get energy above the lowest of the compared OMol25 structures with the same formula, charge and spin values of 115.69 1295.80 325.97 566.30 kJ/mol.
Going through the records in order, we get energy values of -49677.099 -53609.542 -8175.531 -89076.011 eV.